{
  "formula": "C12H30MnO6",
  "method": "ωB97M-V with the def2-TZVPD basis set",
  "species": ["Mn", "C", "C", "O", "H", "H", "H", "H", "H", "C", "C", "O", "H", "H", "H", "H", "H", "C", "O", "C", "C", "O", "C", "H", "H", "H", "H", "H", "H", "H", "H", "H", "H", "C", "O", "C", "C", "O", "C", "H", "H", "H", "H", "H", "H", "H", "H", "H", "H"],
  "coordinates": [[0.31819, 0.04545, -0.00262], [0.33186, -1.34004, -4.04403], [0.91059, -0.12869, -3.30787], [0.57886, -0.09267, -1.99135], [0.50124, -2.25695, -3.47261], [0.81895, -1.45209, -5.01880], [-0.74594, -1.25452, -4.21478], [0.53919, 0.77983, -3.84038], [2.00817, -0.14694, -3.45809], [3.22075, -0.36551, 3.12882], [3.18747, -0.08501, 1.62973], [1.93106, -0.21183, 1.11143], [4.24968, -0.34437, 3.49818], [2.79885, -1.35228, 3.34181], [2.62736, 0.37583, 3.66919], [3.89797, -0.77111, 1.12553], [3.60406, 0.93259, 1.46320], [-2.85754, -0.32707, -1.28633], [-1.89833, 0.49810, -0.65984], [-1.80574, 1.76783, -1.29631], [-1.05283, 2.68752, -0.36473], [0.29198, 2.24233, -0.21697], [1.19617, 2.82481, -1.13263], [-2.57604, -0.54494, -2.32262], [-3.84531, 0.15108, -1.28928], [-2.92941, -1.26044, -0.73666], [-2.80792, 2.14956, -1.52173], [-1.25958, 1.65386, -2.24182], [-1.51678, 2.65960, 0.62544], [-1.10039, 3.73024, -0.69136], [1.44156, 3.84696, -0.82079], [0.78397, 2.84627, -2.14600], [2.09625, 2.21722, -1.14065], [-0.58019, -2.98042, -0.39146], [-0.58278, -1.88978, 0.50619], [-1.39924, -2.06976, 1.64881], [-1.00039, -1.06127, 2.69108], [-0.78946, 0.20141, 2.10300], [-0.41179, 1.18416, 3.03532], [0.04191, -2.69545, -1.23760], [-1.59130, -3.18019, -0.76688], [-0.17296, -3.87109, 0.09273], [-1.23961, -3.05970, 2.09198], [-2.45885, -1.99039, 1.37519], [-0.06225, -1.39766, 3.15969], [-1.74952, -1.02168, 3.49176], [-1.03719, 1.13504, 3.93396], [-0.54313, 2.16283, 2.57782], [0.63835, 1.05937, 3.31335]],
  "lowdin_spin": [4.64, 0.00, 0.01, 0.08, 0.00, 0.00, 0.00, 0.00, 0.00, 0.00, 0.01, 0.08, 0.00, 0.00, 0.00, 0.00, 0.00, 0.00, 0.03, 0.00, 0.00, 0.04, 0.00, 0.00, 0.00, 0.00, 0.00, 0.00, 0.00, 0.00, 0.00, 0.00, 0.00, 0.00, 0.03, 0.00, 0.00, 0.03, 0.00, 0.00, 0.00, 0.00, 0.00, 0.00, 0.00, 0.00, 0.00, 0.00, 0.00],
  "spin_multiplicity": 6,
  "energy_ev": -56534.0314,
  "molar_mass_g_mol": 325.3,
  "e_lumo_ev": [0.646, 0.643],
  "s2": 8.75,
  "homo_ha": [-0.26190, -0.27503],
  "e_above_lowest_kj_mol": 0.0
}



{
  "formula": "C12H30N2O4PtSb",
  "method": "ωB97M-V with the def2-TZVPD basis set",
  "species": ["Pt", "N", "C", "O", "C", "C", "H", "H", "H", "H", "H", "H", "C", "O", "C", "C", "O", "C", "H", "H", "H", "H", "H", "H", "H", "H", "H", "H", "C", "Sb", "C", "C", "H", "H", "H", "H", "H", "H", "H", "H", "H", "C", "C", "N", "O", "H", "H", "H", "H", "H"],
  "coordinates": [[0.45389, 0.26714, -0.01661], [1.86181, 0.90041, 3.73297], [1.71149, 0.84718, 2.44143], [0.64637, 0.29834, 1.96544], [2.69105, 1.41867, 1.47511], [2.54250, 0.67145, 0.15678], [1.16278, 0.52089, 4.36001], [2.68654, 1.31495, 4.14655], [3.70784, 1.34829, 1.86847], [2.46784, 2.48426, 1.37348], [3.05024, -0.28936, 0.21162], [2.93671, 1.23475, -0.68557], [-0.30688, -0.62460, -2.97593], [0.10039, 0.42131, -2.04737], [-0.23951, 1.77809, -2.45232], [0.50598, 2.69741, -1.52441], [0.25448, 2.30336, -0.13528], [-0.87169, 2.98685, 0.50552], [0.31101, -0.54998, -3.86883], [-1.35892, -0.48869, -3.22493], [-0.15661, -1.57653, -2.47713], [-1.32493, 1.89057, -2.39608], [0.08806, 1.93068, -3.48164], [0.22388, 3.74191, -1.64834], [1.57956, 2.59773, -1.66435], [-0.56515, 4.01549, 0.68307], [-1.05672, 2.47618, 1.44602], [-1.74614, 2.94637, -0.14125], [-3.77616, 0.78230, -0.14799], [-2.19920, -0.51651, 0.41376], [-2.47483, -0.82467, 2.48587], [-2.63372, -2.36590, -0.51502], [-4.72125, 0.29985, 0.09999], [-3.75667, 0.97752, -1.21873], [-3.70601, 1.71342, 0.40974], [-3.22956, -1.59736, 2.62330], [-2.82357, 0.10044, 2.94105], [-1.54005, -1.14136, 2.94050], [-3.48163, -2.81302, 0.00209], [-1.77414, -3.02661, -0.43489], [-2.90025, -2.20992, -1.55847], [1.70737, -3.88419, 0.18459], [1.68826, -2.49492, -0.35071], [2.57783, -2.12779, -1.24401], [0.74530, -1.72937, 0.05234], [2.70748, -4.31272, 0.14812], [1.05232, -4.50323, -0.43457], [1.32905, -3.89733, 1.20317], [3.29047, -2.77662, -1.55164], [2.56311, -1.21513, -1.67494]],
  "mulliken_charge": [1.66, -0.31, 0.63, -0.51, -0.83, -1.39, 0.26, 0.26, 0.57, 0.25, 0.61, 0.44, -0.76, -0.21, -0.33, -0.66, -0.38, -0.75, 0.30, 0.38, 0.22, 0.32, 0.48, 0.56, 0.23, 0.32, 0.37, 0.27, -1.25, 0.69, -1.24, -1.12, 0.45, 0.41, 0.40, 0.47, 0.41, 0.37, 0.48, 0.27, 0.38, -1.37, 1.00, -0.25, -0.71, 0.52, 0.33, 0.32, 0.27, 0.16],
  "energy_ev": -33856.8256,
  "molar_mass_g_mol": 583.2,
  "total_charge": 3,
  "e_lumo_ev": -10.840,
  "homo_ha": -0.66210,
  "e_above_lowest_kj_mol": 3.8
}



{
  "formula": "C12H30NO4S2",
  "method": "ωB97M-V with the def2-TZVPD basis set",
  "species": ["O", "N", "O", "C", "S", "C", "C", "C", "S", "H", "H", "H", "H", "H", "H", "H", "H", "H", "H", "C", "C", "O", "C", "C", "H", "H", "H", "H", "H", "H", "H", "H", "H", "H", "C", "C", "O", "C", "C", "H", "H", "H", "H", "H", "H", "H", "H", "H", "H"],
  "coordinates": [[5.47847, 1.16158, 5.23244], [5.92011, 0.87668, 4.21146], [5.20663, -0.24876, 3.58234], [5.30042, -1.44059, 4.27695], [3.56208, -2.08556, 4.36458], [2.62839, -0.72401, 5.12113], [1.32901, -1.23076, 5.72006], [0.30003, -1.73169, 4.69459], [0.25269, -0.72888, 3.18838], [5.88869, -2.18076, 3.74428], [5.65483, -1.32807, 5.29911], [3.63150, -3.03669, 5.31896], [3.25502, -0.29472, 5.89759], [2.49507, 0.03870, 4.36267], [0.91384, -0.41892, 6.30915], [1.53915, -2.05577, 6.39743], [-0.66982, -1.71411, 5.17411], [0.50538, -2.77167, 4.45669], [-1.04566, -0.40935, 3.13906], [0.21403, -1.60087, -0.99877], [-0.98557, -1.94347, -0.13072], [-1.99139, -0.94857, -0.12175], [-2.59289, -0.66919, -1.37753], [-3.30912, -1.85776, -1.99341], [0.60447, -0.61498, -0.73927], [1.00333, -2.34092, -0.85948], [-0.04140, -1.58726, -2.05880], [-0.66965, -2.02548, 0.90858], [-1.40327, -2.91560, -0.41624], [-1.85207, -0.25847, -2.07204], [-3.31656, 0.12338, -1.18651], [-2.61313, -2.64473, -2.28797], [-3.85020, -1.54607, -2.88625], [-4.01674, -2.28794, -1.28358], [-2.11457, 3.61132, -6.57462], [-2.64864, 2.44637, -5.75895], [-1.64076, 1.68746, -5.11254], [-0.85118, 2.38661, -4.16987], [-1.64303, 2.94699, -3.00030], [-1.34587, 3.27050, -7.26894], [-2.92187, 4.07309, -7.14281], [-1.67296, 4.38279, -5.94175], [-3.15728, 1.74482, -6.41985], [-3.39390, 2.79217, -5.03368], [-0.27317, 3.17753, -4.66071], [-0.13003, 1.65536, -3.80125], [-2.31559, 3.74806, -3.30952], [-0.96779, 3.35539, -2.24761], [-2.24904, 2.16284, -2.54484]],
  "mulliken_charge": [-0.18, 0.33, -0.25, -0.43, 0.11, -0.66, -0.71, -0.71, -0.28, 0.39, 0.43, 0.26, 0.46, 0.51, 0.35, 0.32, 0.48, 0.34, 0.21, -1.12, -0.08, -0.41, 0.00, -1.19, 0.26, 0.40, 0.31, 0.13, 0.30, 0.04, 0.36, 0.27, 0.42, 0.31, -1.04, -0.30, -0.42, -0.40, -0.98, 0.29, 0.39, 0.26, 0.33, 0.28, 0.37, 0.33, 0.35, 0.38, 0.18],
  "energy_ev": -44269.1415,
  "molar_mass_g_mol": 316.5,
  "total_charge": 1,
  "e_lumo_ev": -4.541,
  "homo_ha": -0.40311
}